Computed, not measured: a structure of composition C21H27FeO2Si at a distorted geometry, with ωB97M-V with the def2-TZVPD basis set.

XYZ file:
```
52
Properties=species:S:1:pos:R:3:forces:R:3
C -0.97821 1.50564 1.45930 -3.34 1.74 0.78
C -0.77854 2.18458 0.23201 -1.72 1.18 -0.92
C -1.60529 1.57719 -0.73506 0.01 -0.11 -0.21
H -0.11428 3.01577 0.06573 0.09 -0.01 -0.01
C -2.30471 0.52589 -0.10894 0.04 -0.63 -1.07
C -1.92343 0.47401 1.24729 -0.01 0.19 0.68
H -2.28722 -0.21803 1.98820 -0.02 -0.04 0.08
H -0.49841 1.73954 2.39375 -3.83 1.12 0.90
H -1.67056 1.84625 -1.77359 -0.08 0.11 -0.21
H -2.97396 -0.16035 -0.60337 -0.14 -0.03 -0.04
C 2.31154 -0.41139 -0.38140 0.35 0.60 0.08
C 2.20358 0.34956 0.79418 4.57 -2.21 -1.91
C 1.48358 -0.41224 1.74554 2.66 -4.59 1.01
H 2.57558 1.35043 0.93757 0.77 -0.38 -0.52
C 1.14559 -1.65202 1.15603 0.23 0.25 1.01
C 1.65585 -1.64177 -0.16420 -1.07 -0.28 -1.21
H 1.53058 -2.41814 -0.90056 0.07 -0.17 -0.02
H 2.76448 -0.09576 -1.30449 0.12 0.06 -0.15
H 1.24035 -0.10499 2.74784 0.82 -1.82 0.88
H 0.61652 -2.45972 1.63387 -0.13 -0.02 0.02
Fe 0.00000 0.00000 0.00000 -0.40 -1.29 -1.62
O -1.38670 -1.92565 -3.22548 -0.27 -0.08 -0.42
C -1.72969 -1.07733 -4.31656 0.08 0.06 0.12
C -2.51917 -2.27848 -4.02686 0.07 0.23 0.36
H -2.11413 -0.09844 -4.04640 0.02 -0.04 0.07
H -1.04161 -1.09676 -5.15575 0.04 -0.05 0.00
H -3.47302 -2.13193 -3.52666 0.00 -0.01 0.02
H -4.54786 -3.60229 -5.17864 -0.02 0.03 0.02
C -3.58728 -4.05261 -5.39767 0.07 0.00 0.02
C -2.42853 -3.50029 -4.85831 0.03 -0.18 -0.17
C -1.20204 -4.09929 -5.13198 -0.04 0.03 0.05
H -0.30579 -3.68828 -4.68786 0.03 0.05 0.03
C -1.13732 -5.22402 -5.93898 -0.04 0.00 -0.02
H -0.17917 -5.68505 -6.13957 0.02 -0.01 0.00
C -2.29502 -5.76354 -6.48342 0.00 0.01 0.01
H -2.24210 -6.64286 -7.11154 0.00 -0.02 -0.01
C -3.52139 -5.17528 -6.20883 0.03 -0.01 0.00
H -4.42931 -5.59491 -6.62147 -0.02 -0.01 -0.01
C 0.52366 1.71982 4.55542 -0.42 -0.14 -0.06
Si 1.31447 2.08281 2.85442 0.33 0.06 -0.39
C 1.08487 3.90725 2.48041 -0.23 0.22 -0.10
C 3.15574 1.89993 3.28191 0.25 -0.14 -0.21
O 0.69731 1.10491 1.51424 1.12 6.62 3.69
H 0.98702 2.38703 5.31083 -0.14 -0.33 -0.39
H 0.71133 0.66826 4.85301 -0.15 0.53 -0.07
H -0.56982 1.90785 4.56212 0.58 -0.19 0.05
H 1.48868 4.50636 3.32193 -0.16 -0.24 -0.42
H 1.63495 4.16406 1.55194 -0.34 -0.01 0.48
H 0.00906 4.14474 2.35412 0.59 -0.02 -0.05
H 3.38660 0.84854 3.54865 0.04 0.58 -0.25
H 3.81820 2.23419 2.45795 -0.27 -0.32 0.46
H 3.37692 2.54146 4.15940 -0.24 -0.28 -0.35
```
Positions in Å, forces in eV/Å.

Results
**Energy**: -68565.7151 eV
**Kohn-Sham gap (spin up / spin down)**: 3.169 / 4.396 eV
**Charge**: -1
**Spin multiplicity**: 5